1.
Computed, not measured: an isolated molecule of C18H17ClN4O4S2 at a distorted geometry, with ωB97M-V with the def2-TZVPD basis set.

Output
Net charge   0
SMILES string   CCN(c1ccc(OC)cc1)S(=O)(=O)c1nnc(NC(=O)c2ccccc2Cl)s1
ΔE to the lowest compared entry with this formula, charge and spin   313.1 kJ/mol
Multiplicity   1
Frontier orbital gap   7.8386 eV
Molar mass   452.94 g mol⁻¹
LUMO   -0.15 eV
HOMO   -7.99 eV
Calculated total energy   -2472.6424 a.u.

Atoms and positions in Å:
C 4.425 3.266 0.101
C 3.305 2.384 0.641
N 2.824 1.448 -0.359
C 3.164 0.092 -0.312
C 4.406 -0.316 0.164
C 4.749 -1.657 0.217
C 3.857 -2.627 -0.220
O 4.090 -3.970 -0.215
C 5.335 -4.432 0.248
C 2.614 -2.220 -0.705
C 2.269 -0.887 -0.743
S 1.619 1.991 -1.340
O 1.667 3.420 -1.365
O 1.612 1.288 -2.582
C 0.116 1.554 -0.465
N 0.039 1.529 0.820
N -1.165 1.213 1.276
C -2.018 0.998 0.324
N -3.320 0.663 0.546
C -4.186 0.427 -0.500
O -3.811 0.515 -1.646
C -5.568 0.091 -0.073
C -6.185 0.823 0.941
C -7.488 0.553 1.313
C -8.191 -0.460 0.680
C -7.595 -1.198 -0.326
C -6.291 -0.920 -0.710
Cl -5.560 -1.864 -1.948
S -1.366 1.174 -1.292
H 4.774 3.938 0.881
H 5.261 2.666 -0.249
H 4.046 3.854 -0.730
H 2.457 3.008 0.928
H 3.630 1.818 1.517
H 5.125 0.414 0.497
H 5.723 -1.924 0.596
H 6.159 -4.044 -0.359
H 5.300 -5.516 0.155
H 5.499 -4.164 1.297
H 1.924 -2.976 -1.044
H 1.305 -0.602 -1.126
H -3.608 0.551 1.508
H -5.647 1.630 1.417
H -7.955 1.134 2.094
H -9.208 -0.675 0.969
H -8.134 -1.989 -0.823

2.
Computed, not measured: an isolated molecule of C18H17FN4 at a distorted geometry, with ωB97M-V with the def2-TZVPD basis set.

Output
Net charge   0
SMILES string   Fc1ccccc1N1CCN(c2cnc3ccccc3n2)CC1
ΔE to the lowest compared entry with this formula, charge and spin   134.3 kJ/mol
Multiplicity   1
Frontier orbital gap   8.0373 eV
Molar mass   308.36 g mol⁻¹
LUMO   0.17 eV
HOMO   -7.87 eV
Calculated total energy   -1015.0095 a.u.

Atoms and positions in Å:
F -4.135 -1.205 -0.721
C -2.923 -1.552 -0.209
C -2.518 -2.856 -0.395
C -1.307 -3.278 0.126
C -0.534 -2.377 0.834
C -0.948 -1.070 1.009
C -2.154 -0.602 0.476
N -2.628 0.701 0.647
C -3.009 1.433 -0.544
C -1.746 1.760 -1.380
N -0.603 1.860 -0.500
C 0.543 1.152 -0.665
C 0.911 0.561 -1.916
N 1.999 -0.126 -2.069
C 2.819 -0.272 -0.999
C 4.000 -1.024 -1.113
C 4.838 -1.139 -0.036
C 4.527 -0.510 1.179
C 3.384 0.228 1.318
C 2.499 0.360 0.230
N 1.359 1.063 0.374
C -0.898 2.458 0.784
C -1.938 1.600 1.549
H -3.164 -3.527 -0.938
H -0.980 -4.296 -0.016
H 0.415 -2.684 1.249
H -0.296 -0.398 1.543
H -3.503 2.351 -0.215
H -3.716 0.870 -1.147
H -1.582 0.960 -2.101
H -1.887 2.701 -1.927
H 0.308 0.687 -2.804
H 4.217 -1.495 -2.059
H 5.747 -1.716 -0.115
H 5.206 -0.615 2.014
H 3.132 0.715 2.248
H 0.036 2.533 1.338
H -1.294 3.462 0.601
H -2.696 2.255 1.995
H -1.479 1.032 2.355

3.
Computed, not measured: a structure of composition C18H17N5O5Pt, with ωB97M-V with the def2-TZVPD basis set.

Output
Net charge   0
ΔE to the lowest compared entry with this formula, charge and spin   0.0 kJ/mol
Multiplicity   5
Frontier orbital gap (spin up / spin down)   6.1318 / 7.7985 eV
<S²>   6.05
Molar mass   578.44 g mol⁻¹
LUMO (spin up / spin down)   -0.04 / -0.95 eV
HOMO (spin up / spin down)   -6.17 / -8.74 eV
Calculated total energy   -1465.3852 a.u.

Atoms and positions in Å:
Pt 0.187 0.065 -0.744
C 0.646 -2.557 2.024
C 0.314 -1.142 2.321
N 0.079 -0.200 1.432
C -0.141 0.974 2.102
C -0.068 0.731 3.443
N 0.232 -0.602 3.555
C -0.238 1.537 4.682
O -0.549 2.802 4.528
O -0.097 0.994 5.754
C -0.407 2.231 1.348
O -0.720 3.248 1.975
O -0.354 2.137 0.076
H 0.454 -2.749 0.971
H 0.038 -3.235 2.623
H 1.697 -2.754 2.238
H 0.361 -1.057 4.446
H -0.631 3.046 3.549
C 2.134 0.350 -0.727
C 3.249 0.814 -1.419
C 3.159 1.286 -2.759
C 4.271 1.741 -3.434
C 5.521 1.758 -2.819
C 5.638 1.307 -1.505
C 4.538 0.842 -0.818
H 2.189 1.282 -3.242
H 4.168 2.092 -4.454
H 6.390 2.119 -3.354
H 6.605 1.318 -1.018
H 4.637 0.491 0.201
C -3.565 -3.697 -1.353
N -3.402 -2.248 -1.328
C -4.430 -1.401 -1.569
C -4.267 -0.065 -1.547
C -2.960 0.439 -1.254
N -1.945 -0.401 -1.032
C -2.123 -1.760 -1.056
O -1.211 -2.540 -0.842
N -2.740 1.749 -1.216
H -4.602 -3.924 -1.588
H -3.303 -4.119 -0.386
H -2.909 -4.132 -2.105
H -5.386 -1.863 -1.775
H -5.091 0.604 -1.734
H -3.512 2.378 -1.339
H -1.853 2.111 -0.850

4.
Computed, not measured: a structure of composition C18H17N6O2PbS2, with ωB97M-V with the def2-TZVPD basis set.

Output
Net charge   +1
ΔE to the lowest compared entry with this formula, charge and spin   70.3 kJ/mol
Multiplicity   1
Frontier orbital gap   7.6668 eV
Molar mass   620.71 g mol⁻¹
LUMO   -3.14 eV
HOMO   -10.80 eV
Calculated total energy   -2164.1911 a.u.

Atoms and positions in Å:
Pb -1.579 0.181 0.486
O 2.402 -0.708 -1.725
S 1.591 -0.848 -0.557
O 0.791 -2.053 -0.446
N 0.530 0.386 -0.381
C 0.995 1.703 -0.480
C 2.324 2.083 -0.549
C 2.694 3.435 -0.626
C 1.762 4.431 -0.658
C 0.394 4.098 -0.613
C -0.635 5.059 -0.694
C -1.946 4.667 -0.680
C -2.239 3.311 -0.519
N -1.305 2.390 -0.389
C 0.011 2.737 -0.490
C 2.620 -0.822 0.896
C 3.948 -1.196 0.773
C 4.729 -1.288 1.916
C 4.180 -1.005 3.158
C 2.847 -0.630 3.269
C 2.061 -0.541 2.133
H 3.093 1.328 -0.568
H 3.747 3.679 -0.670
H 2.059 5.470 -0.712
H -0.376 6.108 -0.770
H -2.750 5.382 -0.776
H -3.268 2.970 -0.482
H 4.349 -1.412 -0.210
H 5.768 -1.579 1.836
H 4.789 -1.079 4.049
H 2.420 -0.402 4.236
H 1.020 -0.253 2.200
C -2.919 -5.151 -0.783
C -3.710 -3.904 -0.856
N -4.992 -3.807 -0.969
N -5.251 -2.471 -0.997
C -4.156 -1.718 -0.893
S -3.984 -0.044 -0.934
N -3.158 -2.634 -0.797
N -1.836 -2.256 -0.657
H -3.598 -5.997 -0.827
H -2.352 -5.201 0.148
H -2.218 -5.212 -1.617
H -6.199 -2.145 -1.094
H -1.363 -2.133 -1.549
H -1.289 -2.930 -0.134

5.
Computed, not measured: an isolated molecule of C18H18ClFN2O3S at a distorted geometry, with ωB97M-V with the def2-TZVPD basis set.

Output
Net charge   0
SMILES string   O=C(Cc1c(F)cccc1Cl)Nc1ccc(S(=O)(=O)N2CCCC2)cc1
ΔE to the lowest compared entry with this formula, charge and spin   14.4 kJ/mol
Multiplicity   1
Frontier orbital gap   9.3680 eV
Molar mass   396.87 g mol⁻¹
LUMO   0.45 eV
HOMO   -8.92 eV
Calculated total energy   -1990.2120 a.u.

Atoms and positions in Å:
O 2.848 1.409 0.641
C 2.942 0.758 -0.370
C 4.256 0.662 -1.153
C 5.314 0.090 -0.255
C 6.339 0.878 0.258
F 6.409 2.170 -0.113
C 7.305 0.386 1.116
C 7.255 -0.945 1.488
C 6.254 -1.766 0.999
C 5.299 -1.245 0.142
Cl 4.058 -2.291 -0.451
N 1.924 0.047 -0.937
C 0.618 -0.124 -0.478
C 0.133 0.496 0.672
C -1.176 0.277 1.066
C -1.994 -0.548 0.320
S -3.692 -0.832 0.795
O -3.951 -0.144 2.031
O -3.971 -2.238 0.735
N -4.466 -0.111 -0.522
C -5.803 -0.616 -0.800
C -6.804 0.410 -0.227
C -5.925 1.527 0.350
C -4.588 1.325 -0.368
C -1.525 -1.169 -0.823
C -0.221 -0.959 -1.222
H 4.147 0.046 -2.046
H 4.541 1.675 -1.443
H 8.075 1.047 1.481
H 7.996 -1.346 2.160
H 6.208 -2.806 1.282
H 2.143 -0.491 -1.765
H 0.780 1.135 1.249
H -1.574 0.735 1.958
H -5.911 -0.711 -1.885
H -5.891 -1.604 -0.351
H -7.434 -0.036 0.539
H -7.446 0.791 -1.021
H -5.770 1.375 1.417
H -6.340 2.519 0.184
H -4.596 1.779 -1.364
H -3.736 1.702 0.196
H -2.189 -1.814 -1.375
H 0.158 -1.443 -2.110

6.
Computed, not measured: a structure of composition C18H18CoN7O4S3, with ωB97M-V with the def2-TZVPD basis set.

Output
Net charge   -1
ΔE to the lowest compared entry with this formula, charge and spin   4.4 kJ/mol
Multiplicity   2
Frontier orbital gap (spin up / spin down)   7.1904 / 7.3055 eV
<S²>   0.76
Molar mass   551.52 g mol⁻¹
LUMO (spin up / spin down)   2.32 / 2.32 eV
HOMO (spin up / spin down)   -4.87 / -4.99 eV
Calculated total energy   -3958.4537 a.u.

Atoms and positions in Å:
Co -1.673 0.722 -0.441
C -0.818 -1.032 5.525
S -0.206 0.338 4.537
C -1.322 0.388 3.131
S -2.529 -0.787 2.970
N -1.004 1.470 2.477
N -1.517 1.759 1.236
C -1.593 3.021 1.032
C -2.101 3.536 -0.254
C -2.094 4.883 -0.565
C -2.534 5.276 -1.822
C -2.959 4.315 -2.719
C -2.949 2.986 -2.314
N -2.559 2.615 -1.103
H -0.126 -1.117 6.364
H -0.825 -1.953 4.947
H -1.823 -0.828 5.887
H -1.275 3.690 1.826
H -1.730 5.602 0.158
H -2.518 6.321 -2.104
H -3.280 4.576 -3.717
H -3.247 2.184 -2.978
O -0.455 1.673 -3.658
S -0.310 0.697 -2.596
O 0.013 1.373 -1.264
O -1.688 0.095 -2.246
O 0.638 -0.364 -2.879
N 8.027 -3.497 -0.537
C 6.903 -3.254 -0.531
C 5.489 -2.964 -0.525
C 4.583 -3.913 -0.984
C 3.225 -3.655 -0.958
C 2.748 -2.442 -0.468
C 3.660 -1.480 -0.036
C 5.015 -1.741 -0.061
N 1.371 -2.194 -0.406
C 0.342 -3.003 -0.880
C -0.802 -2.352 -0.585
N -0.527 -1.171 0.080
C 0.764 -1.108 0.162
H 4.946 -4.858 -1.365
H 2.541 -4.407 -1.321
H 3.317 -0.516 0.306
H 5.715 -0.988 0.275
H 0.509 -3.911 -1.427
H -1.810 -2.653 -0.809
H 1.297 -0.294 0.620
N -3.497 -0.129 -0.040
H -3.642 -0.795 -0.792
H -4.289 0.498 -0.006
H -3.400 -0.612 0.857

7.
Computed, not measured: a structure of composition C18H18CuF6N3O4S4 at a distorted geometry, with ωB97M-V with the def2-TZVPD basis set.

Output
Net charge   -1
Multiplicity   2
Frontier orbital gap (spin up / spin down)   7.6835 / 6.2570 eV
<S²>   0.76
Molar mass   646.16 g mol⁻¹
LUMO (spin up / spin down)   2.49 / 1.18 eV
HOMO (spin up / spin down)   -5.19 / -5.08 eV
Calculated total energy   -4994.4335 a.u.

Atoms and positions in Å:
Cu 0.408 0.279 -0.114
C 1.434 0.523 -3.308
N 1.759 -0.344 -2.115
C 1.055 -1.600 -2.095
C -0.416 -1.484 -1.932
N -0.797 -1.281 -0.534
C -0.461 -2.569 0.218
C -2.142 -0.773 -0.450
C -3.228 -1.638 -0.230
C -4.523 -1.157 -0.358
C -4.796 0.181 -0.687
C -3.720 1.043 -0.802
C -2.395 0.601 -0.679
S -1.073 1.734 -0.867
C 3.139 -0.442 -1.801
C 4.094 -0.511 -2.813
C 5.460 -0.577 -2.535
C 5.841 -0.571 -1.155
C 4.860 -0.517 -0.171
C 3.500 -0.423 -0.458
S 2.318 -0.295 0.851
H 1.320 -0.099 -4.158
H 2.201 1.261 -3.412
H 0.512 1.061 -3.132
H 1.484 -2.140 -1.266
H 1.336 -2.100 -3.049
H -0.880 -2.451 -2.271
H -0.867 -0.614 -2.520
H -0.792 -3.471 -0.337
H -0.826 -2.665 1.228
H 0.605 -2.693 0.292
H -2.998 -2.621 0.056
H -5.346 -1.858 -0.181
H -5.796 0.607 -0.641
H -3.855 2.034 -1.127
H 3.851 -0.390 -3.836
H 6.204 -0.552 -3.354
H 6.917 -0.495 -0.880
H 5.202 -0.485 0.863
F -1.327 3.310 1.787
C -0.661 3.943 2.723
F 0.246 4.811 2.234
F -1.609 4.654 3.387
S 0.214 2.643 3.776
O 1.232 2.122 2.933
O 0.588 3.366 4.934
N -0.957 1.662 4.103
S -1.148 0.296 3.441
O -0.890 0.021 2.021
O -0.804 -0.813 4.320
C -3.008 0.365 3.484
F -3.564 -0.789 3.158
F -3.424 0.631 4.770
F -3.476 1.273 2.692

8.
Computed, not measured: a structure of composition C18H18EuFIN2 at a distorted geometry, with ωB97M-V with the def2-TZVPD basis set.

Output
Net charge   0
ΔE to the lowest compared entry with this formula, charge and spin   630.5 kJ/mol
Multiplicity   8
Frontier orbital gap (spin up / spin down)   5.7174 / 5.5689 eV
<S²>   15.79
Molar mass   560.22 g mol⁻¹
LUMO (spin up / spin down)   -1.26 / -1.49 eV
HOMO (spin up / spin down)   -6.98 / -7.06 eV
Calculated total energy   -1913.8248 a.u.

Atoms and positions in Å:
C 1.247 1.367 2.487
C 1.235 -1.399 2.563
H 2.284 1.706 2.484
H 0.975 0.967 3.465
H 0.556 2.172 2.218
H 1.409 -2.377 2.104
H 2.096 -1.133 3.174
H 0.318 -1.407 3.156
C 1.191 2.600 -0.639
C 1.273 3.402 -1.771
C 1.184 2.797 -3.023
C 1.017 1.420 -3.095
H 1.273 3.013 0.360
H 1.414 4.473 -1.666
H 1.253 3.388 -3.931
H 0.963 0.932 -4.060
N 1.024 1.273 -0.707
C 0.940 0.671 -1.916
C 0.794 -0.798 -1.905
N 0.828 -1.397 -0.691
C 0.715 -2.728 -0.612
C 0.529 -2.936 -2.987
C 0.567 -3.539 -1.731
H 0.754 -3.146 0.388
H 0.485 -4.614 -1.614
C 0.641 -1.554 -3.073
H 0.610 -1.068 -4.040
H 0.414 -3.533 -3.886
Eu 1.097 -0.057 1.022
I 3.837 -0.200 0.544
F -5.468 0.285 1.930
C -4.128 0.213 1.739
C -3.266 0.242 2.838
C -1.886 0.168 2.643
C -1.354 0.066 1.348
C -2.220 0.041 0.250
C -3.605 0.113 0.445
H -3.665 0.323 3.842
H -1.237 0.198 3.505
H -1.820 -0.036 -0.751
H -4.274 0.092 -0.405

9.
Computed, not measured: a cluster of 2 separate species, C18H18F2N6O4S in total at a distorted geometry, with ωB97M-V with the def2-TZVPD basis set.

Output
Net charge   0
Multiplicity   1
Frontier orbital gap   7.9056 eV
Molar mass   452.44 g mol⁻¹
LUMO   -0.85 eV
HOMO   -8.75 eV
Calculated total energy   -1923.4587 a.u.

Atoms and positions in Å:
C 0.044 1.636 4.408
C 0.628 1.563 3.070
N 1.479 0.537 2.855
C 2.193 0.495 1.768
N 3.062 -0.228 1.391
C 3.437 -0.109 0.168
N 2.868 0.922 -0.186
N 2.014 1.414 0.577
C 1.175 2.410 0.701
C 0.465 2.522 2.023
H -0.162 3.142 1.975
C 1.016 3.267 -0.561
F 2.045 4.108 -0.642
F 0.005 4.102 -0.179
H 0.604 2.778 -1.363
C 4.340 -1.035 -0.699
O 5.399 -1.094 -0.437
N 3.665 -1.555 -1.789
C 2.178 -1.362 -2.391
C 1.324 -1.295 -1.324
C 0.061 -0.651 -1.839
C -0.108 -0.690 -3.101
C 0.737 -0.938 -4.098
C 2.097 -1.330 -3.580
H 2.713 -1.265 -4.663
H 0.423 -0.735 -5.109
H -1.231 -0.032 -3.255
S -1.116 -0.200 -0.648
O -0.372 -0.399 0.860
O -1.349 1.237 -0.753
N -2.494 -1.020 -0.897
C -3.708 -0.185 -0.537
H -3.625 0.692 -0.794
C -3.977 -0.277 1.108
H -4.946 0.075 1.312
O -4.057 -1.896 1.347
C -2.844 -2.241 1.122
H -2.823 -3.587 1.746
C -2.395 -2.369 -0.281
H -1.273 -2.847 -0.463
H -3.160 -3.013 -0.652
H -1.795 -2.051 1.878
H -3.118 0.199 1.609
H -4.451 -0.697 -0.924
H 1.499 -1.363 -0.425
H 4.089 -1.937 -2.473
H 0.150 2.733 4.878
H 0.344 1.015 5.194
H -1.049 1.556 4.071

10.
Computed, not measured: a structure of composition C18H18F3N2O3PtSe at a distorted geometry, with ωB97M-V with the def2-TZVPD basis set.

Output
Net charge   0
ΔE to the lowest compared entry with this formula, charge and spin   67.3 kJ/mol
Multiplicity   2
Frontier orbital gap (spin up / spin down)   7.8376 / 5.4634 eV
<S²>   0.76
Molar mass   641.39 g mol⁻¹
LUMO (spin up / spin down)   -0.63 / -2.89 eV
HOMO (spin up / spin down)   -8.47 / -8.35 eV
Calculated total energy   -3852.1536 a.u.

Atoms and positions in Å:
Pt -0.604 0.121 1.076
F -3.875 -1.188 4.677
C -2.784 -1.719 4.128
F -3.123 -2.892 3.585
F -1.902 -1.967 5.119
C -2.141 -0.760 3.103
O -2.349 0.434 3.156
O -1.380 -1.356 2.261
Se 0.701 0.723 3.198
C 2.436 1.191 2.578
C 2.838 2.520 2.578
C 4.121 2.819 2.143
N 4.993 1.906 1.722
C 4.592 0.637 1.732
C 3.332 0.225 2.143
H 2.177 3.308 2.913
H 4.463 3.848 2.135
H 5.315 -0.097 1.391
H 3.061 -0.823 2.112
C -2.806 -0.807 -3.715
C -3.319 -1.312 -2.361
C -4.728 -0.758 -2.108
C -3.361 -2.846 -2.363
C -2.421 -0.850 -1.290
C -1.671 -0.503 -0.406
H -3.481 -1.121 -4.514
H -1.813 -1.208 -3.924
H -2.744 0.282 -3.720
H -5.408 -1.091 -2.895
H -4.716 0.332 -2.096
H -5.110 -1.105 -1.148
H -4.035 -3.200 -3.147
H -3.716 -3.222 -1.403
H -2.368 -3.259 -2.545
O 0.561 1.679 0.342
N 1.574 1.384 -0.464
C 2.419 2.390 -0.755
C 3.563 2.150 -1.480
C 3.834 0.866 -1.931
C 2.918 -0.136 -1.667
C 1.785 0.141 -0.929
H 2.121 3.350 -0.367
H 4.232 2.973 -1.682
H 4.738 0.658 -2.485
H 3.066 -1.146 -2.020
H 1.011 -0.574 -0.678